Run w
The following is a DFT calculation (ωB97M-V/def2-TZVPD) of C4H4ClNO in the gas phase.

Results
SMILES: CO/C=C(\Cl)C#N
Highest occupied orbital energy, Eh: -0.351
Molecular weight, g/mol: 117.535
Charge: 0
Kohn-Sham gap, eV: 9.82

Structure (XYZ):
```
11
C4H4ClNO | the Open Molecules 2025 dataset | ωB97M-V/def2-TZVPD
H 1.429 0.188 1.510
O -0.562 -0.001 1.286
H -1.817 -1.166 0.226
C -1.806 -0.229 0.647
N 3.472 0.145 -1.438
C 1.016 0.407 -0.746
H -1.953 0.486 -0.374
H -2.777 -0.273 1.335
Cl -0.050 -0.042 -1.939
C 0.653 0.235 0.553
C 2.395 0.250 -1.061
```


Run x
The following is a DFT calculation (ωB97M-V/def2-TZVPD) of a molecular structure, C4H4ClNO.

Results
Highest occupied orbital energy, Eh: -0.389
Molecular weight, g/mol: 117.535
Charge: 0
Kohn-Sham gap, eV: 11.08

Structure (XYZ):
```
11
C4H4ClNO | the Open Molecules 2025 dataset | ωB97M-V/def2-TZVPD
H -1.843 1.143 -0.410
C 1.963 -0.745 -0.264
H -0.872 2.067 1.059
C -0.528 -0.378 0.527
H 0.419 -0.503 -1.624
C 0.574 -0.071 -0.539
Cl -1.896 -1.397 -0.243
C -0.840 1.026 0.346
N 2.802 -1.476 0.164
O 0.291 1.331 -0.490
H -0.069 -0.994 1.475
```


Relative to the most stable one, in eV, the structures come out at run w 0.000; run x 0.475.


Run w
The following is a DFT calculation (ωB97M-V/def2-TZVPD) of 2 unconnected molecules or ions with the total composition C3H13N2O.

Results
Highest occupied orbital energy (spin up / spin down), Eh: -0.739 / -0.739
Molecular weight, g/mol: 93.150
Charge: +2
2S+1: 2
Kohn-Sham gap (spin up / spin down), eV: 12.61 / 7.68

Structure (XYZ):
```
19
C3H13N2O | the Open Molecules 2025 dataset | ωB97M-V/def2-TZVPD
H -0.751 -0.730 -1.936
H 1.172 1.195 -0.523
H -1.785 -1.795 -1.021
H 1.710 -1.174 0.965
N -1.001 -1.134 -1.030
H 2.237 -0.839 -0.687
H -0.037 -2.342 0.427
H -2.097 2.127 -1.068
H -2.510 1.975 0.411
N 0.832 0.530 0.184
H 0.661 -2.432 -1.240
C 1.403 -0.750 0.016
H 1.769 1.670 1.738
O -1.780 1.816 -0.210
H 0.060 2.081 1.303
H 0.362 0.633 2.195
C 0.795 1.278 1.420
H -1.295 -0.315 -0.487
C 0.255 -1.795 -0.458
```


Run x
The following is a DFT calculation (ωB97M-V/def2-TZVPD) of 2 unconnected molecules or ions with the total composition C3H13N2O.

Results
Highest occupied orbital energy (spin up / spin down), Eh: -0.770 / -0.768
Molecular weight, g/mol: 93.150
Charge: +2
2S+1: 2
Kohn-Sham gap (spin up / spin down), eV: 13.57 / 7.11

Structure (XYZ):
```
19
C3H13N2O | the Open Molecules 2025 dataset | ωB97M-V/def2-TZVPD
H 0.417 0.038 2.739
H -1.553 -1.121 1.966
H 0.602 1.198 -0.057
O 1.761 -1.073 -0.770
H 0.494 -0.107 -1.008
H -0.495 2.547 -1.674
H -0.567 -1.683 0.628
H 2.685 -0.797 -0.635
C -0.746 -0.809 1.252
C -1.181 0.391 0.309
H -1.950 -0.143 -0.231
H 1.938 -1.840 -1.339
H 0.795 -1.481 2.325
N -0.070 0.752 -0.693
N 0.582 -0.561 1.903
H -0.690 1.092 -2.773
H -1.910 1.584 -1.671
C -0.812 1.515 -1.777
H -1.432 1.280 0.878
```


Relative to the most stable one, in eV, the structures come out at run w 0.000; run x 1.416.


Run w
The following is a DFT calculation (ωB97M-V/def2-TZVPD) of C6H8N2O2 in the gas phase.

Results
SMILES: Cn1ccc(O)c1C(N)=O
Highest occupied orbital energy, Eh: -0.300
Molecular weight, g/mol: 140.142
Charge: 0
Kohn-Sham gap, eV: 8.68

Structure (XYZ):
```
18
C6H8N2O2 | the Open Molecules 2025 dataset | ωB97M-V/def2-TZVPD
C -1.456 1.135 -1.610
H 1.619 2.504 1.569
O -1.937 -1.628 0.192
N -0.056 -2.185 -0.672
C -0.199 0.031 0.286
N -0.600 1.142 -0.441
H 1.618 -1.238 1.592
C 0.836 0.453 1.128
H -1.067 0.446 -2.369
H -2.474 0.827 -1.346
H -1.007 -2.728 -1.032
C 0.041 2.233 0.036
H -1.477 2.147 -2.028
C 0.927 1.858 1.036
H 0.900 -1.952 -0.916
H -0.113 3.206 -0.423
O 1.706 -0.307 1.830
C -0.718 -1.324 0.150
```


Run x
The following is a DFT calculation (ωB97M-V/def2-TZVPD) of C6H8N2O2 in the gas phase.

Results
Highest occupied orbital energy, Eh: -0.313
Molecular weight, g/mol: 140.142
Charge: 0
Kohn-Sham gap, eV: 9.04

Structure (XYZ):
```
18
C6H8N2O2 | the Open Molecules 2025 dataset | ωB97M-V/def2-TZVPD
C 0.259 -1.302 2.332
H 1.132 -1.639 -0.821
H -2.114 1.463 2.252
H -0.739 -1.453 0.604
C -1.401 1.482 0.422
C 0.730 0.466 -0.390
C -0.789 0.641 -0.679
H 1.298 0.743 -1.277
O -0.996 -1.055 2.792
H 1.004 1.158 0.411
C 1.147 -0.961 0.037
H 2.145 -0.955 0.477
H -1.285 -0.328 -0.825
N -1.745 0.853 1.526
H -0.907 1.200 -1.609
N 0.202 -1.417 1.016
C -1.974 -0.531 2.006
O -3.046 -1.032 1.869
```


Relative to the most stable one, in eV, the structures come out at run w 0.000; run x 2.994.


Run w
The following is a DFT calculation (ωB97M-V/def2-TZVPD) of C6H8N2O2 in the gas phase.

Results
SMILES: O=C1CN2C(=O)CC[C@H]2N1
Highest occupied orbital energy, Eh: -0.350
Molecular weight, g/mol: 140.142
Charge: 0
Kohn-Sham gap, eV: 10.11

Structure (XYZ):
```
18
C6H8N2O2 | the Open Molecules 2025 dataset | ωB97M-V/def2-TZVPD
H 0.604 2.846 0.551
C 0.956 0.842 1.551
C 0.801 -0.498 0.744
H -0.181 -2.165 1.675
C 0.684 1.234 -0.855
C -1.286 -1.374 0.180
O 0.638 1.693 -1.946
H 0.054 1.030 2.174
H 1.916 0.766 2.153
H -0.664 -1.355 -1.844
C -0.796 -0.635 -1.087
H 1.735 -1.067 0.715
O -2.370 -1.941 0.152
H -1.535 0.164 -1.383
N 0.377 -0.023 -0.521
C 1.174 1.931 0.451
H 2.256 2.234 0.310
N -0.310 -1.330 1.106
```


Run x
The following is a DFT calculation (ωB97M-V/def2-TZVPD) of C6H8N2O2 in the gas phase.

Results
SMILES: [H]/N=C(\O)[C@]12CC(=O)[C@@]1(C)N2
Highest occupied orbital energy, Eh: -0.350
Molecular weight, g/mol: 140.142
Charge: 0
Kohn-Sham gap, eV: 9.93

Structure (XYZ):
```
18
C6H8N2O2 | the Open Molecules 2025 dataset | ωB97M-V/def2-TZVPD
N -0.641 0.385 -1.296
H 1.387 -2.099 -0.238
N -1.401 -2.272 0.988
H -1.441 0.929 -0.968
H -0.333 2.304 0.742
O -1.939 -0.136 1.460
C 0.884 -1.415 -0.935
C 0.522 0.716 -0.452
H 0.627 -1.933 -1.867
C 1.658 -0.096 -1.043
C 0.638 1.967 0.355
H -2.244 -2.220 1.664
O 2.799 0.175 -1.302
C -0.232 -0.594 -0.291
C -1.068 -1.065 0.831
H 1.329 1.823 1.195
H -1.574 0.756 1.435
H 1.028 2.774 -0.280
```


Relative to the most stable one, in eV, the structures come out at run w 0.000; run x 2.501.


Run w
The following is a DFT calculation (ωB97M-V/def2-TZVPD) of a gas-phase ion, C3H2NO2S2 (charge -1).

Results
Highest occupied orbital energy, Eh: -0.152
Molecular weight, g/mol: 148.188
Charge: -1
Kohn-Sham gap, eV: 7.06

Structure (XYZ):
```
10
C3H2NO2S2 | the Open Molecules 2025 dataset | ωB97M-V/def2-TZVPD
O -0.601 -2.190 0.205
H 0.831 -0.537 1.261
C 0.837 1.142 -0.060
S -3.046 0.496 -0.157
H 1.358 -0.884 -0.500
C 0.726 -0.331 0.181
N -0.597 -0.902 -0.039
S 2.378 1.796 -0.343
O -0.239 1.636 -0.292
C -1.647 -0.225 -0.254
```


Run x
The following is a DFT calculation (ωB97M-V/def2-TZVPD) of 2 unconnected molecules or ions with the total composition C3H2NO2S2.

Results
Highest occupied orbital energy, Eh: -0.156
Molecular weight, g/mol: 148.188
Charge: -1
Kohn-Sham gap, eV: 7.74

Structure (XYZ):
```
10
C3H2NO2S2 | the Open Molecules 2025 dataset | ωB97M-V/def2-TZVPD
C -2.025 -0.317 0.184
C -2.937 -1.055 -0.059
O 2.337 2.835 -0.470
H -1.111 0.170 0.380
O 0.351 1.739 0.460
C 1.849 -0.025 -0.630
S 1.770 -2.554 0.363
H -3.718 -1.500 -0.416
S 1.796 1.796 0.380
N 1.689 -1.091 -0.192
```


Relative to the most stable one, in eV, the structures come out at run w 0.000; run x 0.626.


Run w
The following is a DFT calculation (ωB97M-V/def2-TZVPD) of 13 unconnected molecules or ions with the total composition C5H36N2O13.

Results
Highest occupied orbital energy, Eh: -0.286
Molecular weight, g/mol: 332.344
Charge: 0
Kohn-Sham gap, eV: 8.06

Structure (XYZ):
```
56
C5H36N2O13 | the Open Molecules 2025 dataset | ωB97M-V/def2-TZVPD
H 3.386 -4.611 -1.084
O -1.142 2.990 3.340
H 2.058 -0.661 2.015
O 1.576 -1.223 2.646
H 0.370 -3.261 -0.747
H -2.962 2.816 2.488
O 0.215 -3.372 1.138
O -2.785 1.230 -0.025
H 3.677 1.416 1.484
H 0.897 2.145 -1.614
H 0.386 -0.109 2.534
H 0.639 -2.061 -3.289
N -0.840 -1.420 -0.329
H 3.741 -2.356 -0.421
H -3.592 4.472 -0.289
O 2.738 1.486 1.332
C 1.272 -0.405 -1.178
H 2.225 -4.575 -0.045
H -3.987 0.486 2.135
C 1.691 1.717 -2.187
O 0.677 -3.301 -1.653
C -0.096 -1.010 -1.583
H -2.197 4.375 0.488
H 3.249 0.410 -3.749
H 1.919 -1.286 -1.065
H 2.288 2.332 1.387
H -2.417 2.534 -1.147
O -2.423 3.203 -1.871
H -1.959 1.356 0.488
H 2.999 -1.156 -3.128
O -3.827 -0.304 1.599
O 3.123 -4.276 -0.219
H -4.391 -1.026 1.897
H -0.370 -4.116 1.313
H -3.334 1.735 0.625
O -0.440 0.449 2.324
H 1.214 -0.119 -0.123
H -0.726 -0.309 -2.159
H -1.119 -0.013 2.835
O -3.818 2.474 2.192
C 0.019 -2.348 -2.447
O -3.154 4.437 0.564
H 2.089 2.604 -2.678
H 1.203 -1.926 2.065
H -0.606 -0.779 0.432
H 4.952 -2.076 -1.330
H -2.570 2.782 -2.725
H -1.844 -1.253 -0.366
H -0.594 3.283 4.069
H -0.989 2.068 3.071
H -4.147 3.168 1.577
N 2.611 -0.233 -3.256
O 4.306 -1.651 -0.762
H -0.328 -2.653 0.664
H -0.875 -2.501 -3.042
C 2.013 0.420 -2.191
```


Run x
The following is a DFT calculation (ωB97M-V/def2-TZVPD) of 13 unconnected molecules or ions with the total composition C5H36N2O13.

Results
Highest occupied orbital energy, Eh: -0.369
Molecular weight, g/mol: 332.344
Charge: 0
Kohn-Sham gap, eV: 10.05

Structure (XYZ):
```
56
C5H36N2O13 | the Open Molecules 2025 dataset | ωB97M-V/def2-TZVPD
H -2.390 1.102 3.539
H 4.288 0.870 0.281
H -1.117 1.334 -4.018
H 0.131 2.144 1.868
O 3.343 0.953 0.490
H 0.600 -1.003 3.294
H -1.473 2.032 -1.935
H 1.361 2.203 -2.692
C -1.260 1.018 -1.539
N -3.718 0.602 -1.527
H 3.349 -2.063 1.153
H 1.087 -1.828 0.586
C -0.587 0.407 -3.821
O 3.408 -0.382 -2.281
O 1.972 2.854 -2.265
C -0.843 1.184 -0.114
H -2.304 -0.017 2.768
H -2.084 -0.428 0.813
O -2.325 -1.127 -1.440
H -3.160 -1.969 0.334
H 2.390 2.409 -1.594
H 2.343 2.660 0.223
H -4.227 -1.924 1.455
H -0.475 0.116 1.687
O -4.015 -2.307 0.590
H -1.276 2.077 0.310
H -4.588 0.256 -1.256
H 0.246 1.497 -0.118
H -3.880 1.612 -1.659
H 1.440 0.224 1.797
H 2.451 -2.940 1.859
O -0.482 1.922 2.628
C -1.070 -0.085 0.776
H -1.285 -0.401 -3.922
H 2.884 -0.483 2.006
O -0.249 -2.865 -1.454
O 1.585 3.298 0.287
H 1.172 -2.486 -0.687
H -1.043 -2.436 -1.602
H 3.995 -0.631 -3.024
H -0.336 2.528 3.320
H 2.774 -1.046 -2.273
H -0.463 -3.835 -1.577
H 0.287 -0.311 -2.068
H 0.908 -0.331 4.781
O 1.899 -0.557 2.123
O 1.704 -2.202 0.064
H -0.410 -0.892 0.451
O -2.907 0.364 3.441
C -2.469 0.107 -1.623
H 0.173 0.482 -4.677
O 3.188 -2.471 1.986
O 0.235 -0.772 4.221
H 1.133 3.462 -0.497
N -0.132 0.563 -2.471
H 2.954 0.404 -0.137
```


Relative to the most stable one, in eV, the structures come out at run w 0.000; run x 1.513.